Record 1
The following is a quantum chemistry calculation of 12 unconnected molecules or ions with the total composition C66H151N5O12 at a distorted geometry, from OMol25.

Last column: Mulliken charge in e.
Element x y z (Å)
H  -1.26677  -7.55946  4.24176  0.522
C  -0.17080  1.28442  -0.81860  1.604
C  4.67078  7.88557  9.51291  -1.656
H  0.09818  1.74252  2.50410  0.384
N  -7.04373  -6.13997  -8.21922  0.354
C  5.50603  9.86378  -4.10425  -1.385
H  6.55635  10.08946  -3.91983  0.330
H  -0.57738  -0.10993  -10.77756  0.308
C  10.95403  -0.10823  -7.41833  -1.238
H  2.14741  0.79389  0.78392  0.361
H  -8.28786  -2.35930  -1.63342  0.304
H  -5.88101  10.66644  7.37302  0.332
C  -4.67376  -10.45144  5.76318  -1.749
H  -7.59811  10.74532  7.61041  0.346
H  -3.73380  -5.40113  -7.98301  0.424
H  8.65747  -7.18167  -1.16189  0.357
H  1.55356  -0.78864  -9.25771  0.337
H  8.45077  -8.05887  0.26668  0.439
H  7.37980  9.94593  10.23002  0.464
H  -4.72387  8.57952  6.36483  0.363
C  -4.69761  -5.80653  -7.67509  -1.156
N  9.27052  -5.58944  1.05022  0.142
H  9.83816  -4.51391  -0.26461  0.379
H  2.32946  -1.25086  -10.69995  0.353
H  -1.68486  -10.01856  5.77322  0.306
H  0.96886  -2.17628  -10.17380  0.323
H  6.00411  12.70141  7.86110  0.401
H  -7.07005  -8.92878  5.11207  0.376
C  -1.97303  -6.58302  6.67605  -1.898
C  -4.78341  7.02629  -5.60098  0.346
C  -5.61284  8.60371  5.73456  -1.260
H  -9.57599  -4.13248  0.06465  0.309
O  -5.18521  6.77947  -4.29128  -0.546
C  0.04727  2.82590  2.39556  -1.617
H  0.32414  5.11111  -0.29148  0.431
H  8.03673  -3.13588  2.04181  0.277
C  8.68895  -5.32612  3.35394  -1.367
O  0.49526  -0.61808  -12.50109  -0.536
H  -8.14624  -9.29161  -7.44712  0.436
H  -6.98489  11.07247  6.01099  0.344
H  -2.99226  8.05408  -5.16724  0.329
C  -3.00992  -8.66541  3.64177  -0.648
H  0.33565  1.76483  -11.73351  0.281
H  10.72570  -0.18887  -8.48109  0.330
C  4.84389  10.77613  7.54165  1.249
C  -4.83262  -8.93176  5.47682  1.435
C  7.92207  -5.97209  0.60372  1.367
H  9.46204  -2.41275  2.71095  0.395
H  -5.05018  -6.36689  -10.34263  0.300
C  -8.21686  -8.20395  -7.43732  -2.029
C  -9.34799  -2.11010  -1.58739  -1.222
H  -8.60911  8.44800  6.33368  0.332
H  -1.84742  -6.74513  7.74658  0.374
H  6.95355  -7.54894  -0.54904  0.397
H  -9.29218  -3.91275  -3.32453  0.349
O  10.55638  -1.09201  -5.27716  -0.565
C  -0.78271  1.28656  -2.23176  -1.898
H  8.55535  0.53385  -6.07231  0.332
C  7.04467  -4.85834  -0.05744  -1.579
H  2.97560  10.70181  6.35952  0.432
H  6.68385  8.34374  5.76093  0.395
H  -9.48044  -1.31343  -2.31942  0.350
C  1.89385  3.00358  0.57409  -1.132
O  -7.90748  8.79005  5.77484  -0.529
H  0.82726  5.30747  1.31188  0.431
H  6.70770  -4.57395  2.98103  0.309
H  -8.30610  -0.50396  5.64658  0.285
H  6.28415  -5.30038  -0.70111  0.440
C  -7.23982  -0.63584  5.46285  -1.223
H  -2.83579  -8.44572  2.58843  0.381
H  11.23062  -4.06641  3.46027  0.385
H  -6.49821  -3.84846  -7.12344  0.442
C  -5.74872  -8.04291  -7.25877  -1.422
H  -5.12396  8.01730  -5.90104  0.283
H  7.08565  7.72312  -5.43041  0.355
H  10.07374  -2.01718  -6.96192  0.203
H  -1.72592  0.12562  0.00106  0.410
H  2.71560  10.23214  8.06456  0.293
H  -0.17573  -0.79831  -0.22099  0.342
C  1.34151  1.20956  -1.10803  -1.229
H  -2.77195  7.06617  -6.50962  0.329
C  -6.91034  -8.28894  -9.55596  -1.641
H  -2.77500  6.28105  -4.98535  0.333
H  -10.47646  -5.27634  -0.88760  0.327
H  6.52885  -4.18345  0.62560  0.325
C  -2.32427  -7.61511  4.50000  -1.295
O  -6.88929  1.58144  4.56724  -0.521
H  -5.74516  7.70599  5.13066  0.316
H  2.51235  3.11753  1.46435  0.368
H  -7.20028  2.27160  5.15763  0.334
C  9.53015  -4.70945  2.23815  1.348
H  -5.38010  0.61090  5.35723  0.183
H  -7.10695  -1.13433  4.50267  0.329
O  4.59156  10.86129  9.93883  -0.456
C  2.26974  1.57127  0.02971  -0.771
H  -2.68815  -6.61618  4.25956  0.378
C  9.12549  -3.17823  2.01175  -1.288
O  10.11106  -5.37593  0.05796  -0.451
C  -6.33791  -8.53511  5.81712  -1.862
C  5.77989  10.27939  6.44629  -1.155
H  -1.87060  1.26518  -2.16735  0.362
H  -4.88031  -9.38595  3.32291  0.365
H  -7.57414  -7.70177  -10.19055  0.371
H  -0.60241  2.20717  -2.78681  0.449
C  11.03929  -4.75779  2.63961  -1.826
C  -5.22242  5.92638  -6.48895  -1.188
H  -8.60662  -5.39023  -7.90119  0.368
H  7.91660  -1.09232  -5.94438  0.312
C  -6.05862  -3.92457  -8.11796  -2.106
H  -11.25481  -3.10473  -1.47348  0.294
H  -6.20035  -5.11861  -10.67948  0.368
H  -6.56722  -7.47271  5.89966  0.436
H  -3.72312  -7.59095  -6.86285  0.394
H  10.93172  0.92116  -7.06062  0.316
H  6.62520  -6.05808  3.87502  0.392
C  -3.27674  7.07146  -5.54357  -1.196
H  -5.17675  -3.28410  -8.13167  0.383
C  -1.47960  -9.07711  6.28278  -1.746
C  1.33627  -1.15383  -10.26147  -1.255
C  6.71584  9.09391  10.37598  -1.953
H  -2.61344  -9.68015  3.60719  0.360
H  -0.93472  3.07432  2.79816  0.370
C  -10.23763  -3.34462  -1.78318  0.275
H  3.74614  10.43746  9.77378  0.365
H  0.77315  3.25113  3.08866  0.405
H  5.16990  9.41687  -3.16863  0.380
H  1.63538  1.87147  -1.92266  0.388
C  8.60121  -0.46235  -6.51231  -1.276
H  3.28769  1.70169  -0.33753  0.374
H  -6.36197  0.69228  7.81372  0.358
H  -7.18728  -9.33903  -9.46268  0.455
H  4.22911  8.72244  -5.22015  0.138
H  3.41166  9.20901  6.86443  0.322
H  8.82826  -4.78045  4.28718  0.403
C  6.05933  8.76192  6.55036  -0.767
H  1.07430  1.77150  -10.11404  0.357
N  5.32297  10.36296  8.87221  0.229
O  5.76391  9.59251  -6.34594  -0.537
H  -8.44223  -7.90283  -6.41427  0.409
H  -5.94484  -8.08704  -6.18746  0.492
H  3.89337  8.22950  10.19514  0.395
C  7.09624  -6.46384  1.83188  -1.130
C  -0.63664  0.15887  0.02286  -1.628
H  -6.80841  8.34096  7.50923  0.311
N  -0.48972  2.54812  -0.10158  0.218
C  1.01858  1.24106  -11.06464  -1.088
C  -2.41523  -7.90226  5.99866  1.645
C  -5.83545  -5.32604  -8.51756  1.754
H  7.42872  -7.45043  2.15471  0.407
H  -3.79202  -9.22950  7.85167  0.350
H  -0.47192  -8.79291  5.97961  0.423
C  5.76385  8.98745  9.15198  1.451
H  -5.48015  -10.97195  5.24657  0.451
H  6.66731  10.88919  6.61577  0.414
C  5.02634  12.35912  7.52212  -1.772
H  7.40104  8.24955  10.45116  0.409
C  6.03690  7.56222  -5.18075  -1.283
H  5.75758  6.80906  -5.91751  0.353
C  0.10389  4.75290  0.71414  -1.879
H  6.02967  -6.53202  1.61772  0.376
C  -6.63958  1.29934  6.95204  -1.469
H  5.93041  7.11025  -4.19460  0.317
H  4.95448  10.80301  -4.14576  0.332
H  -1.00105  -6.20428  6.35997  0.351
H  6.14833  9.32995  11.27616  0.390
O  -10.17900  -3.63155  -3.08772  -0.538
H  1.60443  0.18352  -1.36534  0.489
H  -6.77499  -3.41744  -8.76429  0.419
H  2.29730  3.77307  -0.08410  0.445
H  -6.93446  -1.43775  6.13501  0.363
C  10.02586  -0.99612  -6.58345  0.573
N  -3.83168  -8.12889  6.34546  0.095
C  -4.49384  -8.59753  3.96877  -1.030
C  6.63885  8.43559  7.96448  -1.099
H  6.66426  7.34723  8.01839  0.433
C  0.45483  -0.18979  -11.11857  0.303
H  -0.94148  4.94767  0.95365  0.363
H  11.43630  -1.47011  -5.21095  0.306
H  -4.82768  -5.52352  -6.63054  0.394
H  2.02369  1.17083  -11.48049  0.271
H  -1.59765  -9.31202  7.34060  0.422
C  -5.38953  -5.38839  -10.00280  -1.764
H  -2.81844  -5.91576  6.50832  0.486
H  7.67334  8.77583  8.01111  0.394
H  11.44956  -5.74174  2.86682  0.388
C  3.42376  10.23367  7.23594  -1.455
H  -5.38814  9.45558  5.09275  0.306
C  7.97912  -7.26523  -0.31279  -1.721
H  5.66733  9.07277  -7.14727  0.319
H  -9.53217  -1.64572  -0.61860  0.351
C  5.30683  8.87721  -5.27161  0.680
H  5.15686  8.16604  6.41406  0.288
C  7.17839  -5.55167  3.08405  -0.615
H  -4.57170  -4.69617  -10.20303  0.441
O  -1.88806  2.89132  -0.14838  -0.426
H  -3.72088  -10.85401  5.41961  0.324
H  -0.41248  0.52057  -2.91314  0.363
H  -8.75411  -5.02387  -1.22221  0.351
H  5.36361  10.44670  5.45290  0.426
H  -4.68139  6.02558  -3.97597  0.346
H  -6.12090  2.23973  7.13850  0.402
H  -4.00254  -7.75145  -8.54393  0.349
C  -6.97677  -7.61780  -8.13379  1.529
C  -4.43236  -7.31399  -7.64283  -0.702
H  -6.60844  -8.93121  6.79591  0.387
H  -2.22237  2.43932  0.62978  0.342
H  4.18995  12.88040  7.98778  0.373
H  -0.43645  0.26895  1.08865  0.310
O  -4.00220  -8.30076  7.72972  -0.455
H  11.52326  -4.37774  1.73993  0.428
H  12.00038  -0.37447  -7.26882  0.349
H  -5.70707  -9.13195  -7.27791  0.476
C  -9.68490  -4.52917  -0.94475  -1.151
H  -7.67506  1.59603  7.11892  0.406
H  7.68324  -4.23091  -0.67927  0.303
H  8.16427  -0.30394  -7.49826  0.359
C  0.39172  3.24540  0.89814  1.373
C  -6.45279  0.69106  5.53330  0.553
H  4.14250  7.57710  8.61076  0.352
H  -4.89832  4.92290  -6.21313  0.293
H  -5.11215  -7.72619  3.75299  0.371
C  -6.82887  8.90849  6.57886  0.419
H  5.18879  7.05578  9.99374  0.435
H  -4.84541  6.19111  -7.47682  0.335
O  -8.23056  -5.66133  -8.74183  -0.458
H  9.46506  -2.87766  1.02057  0.296
H  -4.85681  -10.79495  6.78131  0.446
C  -6.83434  10.44820  6.89174  -1.282
H  -6.30739  5.92542  -6.59350  0.336
H  1.38638  -0.95078  -12.63073  0.347
H  -9.11069  -7.99332  -8.02452  0.447
H  -5.93007  -8.27637  -10.03242  0.272
H  9.19798  -6.26825  3.55740  0.425
H  5.05123  12.66482  6.47617  0.403

Results
Frontier orbital gap   8.3 eV
Relative energy (zero: lowest compared OMol25 entry of this formula, charge and spin)   160.46 kcal per mole
LUMO   0.30 eV
E   -102898.761 eV
Multiplicity   1
Molar mass   1206.96 g/mol



Record 2
The following is a quantum chemistry calculation of C23H26N6O3S in the gas phase at a distorted geometry, from OMol25.

Last column: Mulliken charge in e.
Element x y z (Å)
C  3.74769  -2.65891  -0.15310  -0.266
C  -2.01707  -2.00852  1.62042  -0.515
N  3.18501  0.94957  -0.74814  0.037
C  -4.83500  1.30633  -1.66071  0.986
C  -4.49555  -2.75609  0.57655  -0.751
C  3.87023  -4.02432  -0.84354  -0.630
C  1.37541  1.81875  2.21627  0.925
H  2.90178  -1.91801  -2.49346  0.355
H  1.74617  -0.58867  -0.75580  0.191
H  -5.37112  2.94267  -2.86164  0.358
H  1.88807  0.39626  -2.23628  0.548
C  -0.02451  1.32240  0.30957  -0.867
H  -0.17518  1.38822  -0.75565  0.698
H  3.52912  -4.81873  -0.17589  0.387
H  4.31591  -2.69766  0.77865  0.431
C  -4.56048  2.65236  -2.20117  -1.154
O  5.20495  -4.30616  -1.16362  -0.555
C  4.04087  0.44176  0.29722  -0.053
C  -4.63064  -0.55831  -0.55375  0.437
H  -1.53889  0.34434  3.16183  0.621
H  4.06020  -0.60102  -2.76891  0.408
H  2.33164  2.98014  3.71807  0.575
C  -2.73218  -1.08758  0.84386  0.917
C  -2.53976  -3.25471  1.87943  -0.843
O  3.28606  3.29026  0.11398  -0.769
N  -2.84661  1.05487  -0.27134  -1.239
O  1.61694  2.69106  -1.59198  -0.722
H  3.24768  -4.04294  -1.75088  0.240
H  -3.61958  2.65086  -2.74963  0.275
N  -5.75589  -0.59972  -1.21921  -0.550
C  -2.24189  0.24063  0.53334  0.138
N  -5.87182  0.54930  -1.89762  -0.722
H  2.69421  -2.46531  0.09117  0.154
H  -4.18104  -4.60520  1.59010  0.406
C  0.37896  1.27291  3.02776  -0.976
C  5.01979  -0.56417  -0.32282  -1.561
H  3.16291  2.98965  2.15309  0.351
N  -3.99720  0.64942  -0.80199  0.728
S  2.34009  2.34777  -0.40612  1.235
H  -1.97930  -3.95521  2.48049  0.424
H  4.57328  1.29251  0.72079  0.463
H  5.63527  -0.03967  -1.05871  0.374
C  1.14537  1.82858  0.84549  0.149
C  2.45220  -0.08503  -1.43819  -0.159
H  -1.04515  -1.73887  2.00563  0.498
H  0.52560  1.27241  4.09813  0.478
H  5.67167  -0.97882  0.44819  0.482
H  3.44972  -0.05113  1.08718  0.211
H  3.24879  1.57044  3.20860  0.288
C  -0.99730  0.75929  1.12556  0.358
C  3.44677  -1.10271  -2.01607  -1.436
H  -5.44914  -3.01971  0.14824  0.519
C  2.60687  2.37740  2.85449  -1.938
C  -3.78449  -3.62576  1.36967  -0.483
C  -3.97366  -1.49052  0.29963  0.035
H  5.56945  -3.50032  -1.55559  0.379
C  -0.78150  0.74219  2.50228  -0.440
N  4.34578  -1.64654  -1.01354  0.286
H  -4.47268  3.37036  -1.38692  0.284

Results
Frontier orbital gap   8.5 eV
Relative energy (zero: lowest compared OMol25 entry of this formula, charge and spin)   69.48 kcal per mole
LUMO   -0.33 eV
E   -50190.447 eV
Multiplicity   1
Molar mass   466.57 g/mol